Record 1
Here is a gas-phase ion, C5H10N3O2 (charge +1) at a distorted geometry from the Open Molecules 2025 dataset. Energies are from the ωB97M-V functional and the def2-TZVPD basis.

Calculated values
- SMILES = CN1C[N@H+](C)C=C1[N+](=O)[O-]
- charge = +1
- 2S+1 = 1
- gap between HOMO and LUMO (eV) = 8.59

```
20
C5H10N3O2 | the Open Molecules 2025 dataset | the ωB97M-V functional and the def2-TZVPD basis
O -0.589 -0.399 -3.211
O 0.431 1.473 -2.913
N -0.061 0.469 -2.546
N -1.165 -0.460 0.876
N 0.580 0.837 -0.121
C -0.176 0.247 -1.114
C -1.362 -0.387 -0.573
C 1.961 1.294 -0.179
C -0.789 -1.791 1.322
C 0.005 0.467 1.147
H 2.764 0.658 -0.083
H -0.322 1.383 1.611
H -2.024 -0.187 1.252
H -2.195 -0.794 -1.006
H -1.666 -2.540 1.014
H 2.143 1.841 -1.123
H 0.170 -2.058 0.837
H 2.114 1.912 0.594
H -0.485 -1.908 2.344
H 0.664 -0.054 1.869
```

***

Record 2
Here is C5H10N3P in the gas phase at a distorted geometry from the Open Molecules 2025 dataset. Energies are from the ωB97M-V functional and the def2-TZVPD basis.

Calculated values
- charge = 0
- 2S+1 = 1
- gap between HOMO and LUMO (spin up / spin down) (eV) = 8.19 / 8.18

```
19
C5H10N3P | the Open Molecules 2025 dataset | the ωB97M-V functional and the def2-TZVPD basis
P -0.246 -0.928 2.353
N 0.308 1.358 -0.868
N 0.559 -0.961 -1.167
N -0.113 1.022 0.346
C 0.673 0.244 -1.575
C -0.267 -0.158 0.815
C -0.333 2.173 1.171
C -1.088 -2.579 1.586
C 1.065 0.534 -2.982
H 0.139 0.440 -3.660
H 1.596 1.445 -3.127
H 1.027 -1.190 2.297
H -0.691 3.037 0.605
H -2.007 -2.213 1.078
H 1.613 -0.208 -3.455
H -0.377 -2.877 0.770
H -1.003 1.781 1.885
H -1.457 -3.343 2.255
H 0.602 2.425 1.673
```

***

Record 3
Here is a gas-phase ion, C5H10N3S (charge +1) at a distorted geometry from the Open Molecules 2025 dataset. Energies are from the ωB97M-V functional and the def2-TZVPD basis.

Calculated values
- charge = +1
- 2S+1 = 1
- gap between HOMO and LUMO (eV) = 8.77

```
19
C5H10N3S | the Open Molecules 2025 dataset | the ωB97M-V functional and the def2-TZVPD basis
S 3.507 -0.503 0.291
N -0.116 1.354 -0.389
N 1.449 3.048 -0.154
N 0.833 -0.832 -0.314
C 0.688 -2.218 -0.722
C -1.053 -0.304 1.153
C 1.084 1.802 -0.130
C -0.407 -0.056 -0.211
C 1.990 -0.354 -0.009
H -1.261 -1.360 1.299
H -0.918 1.942 -0.609
H 0.466 -2.271 -1.789
H 0.807 3.817 -0.340
H 1.612 -2.757 -0.526
H -1.074 -0.389 -1.018
H -0.123 -2.689 -0.168
H 2.413 3.291 0.022
H -1.994 0.234 1.230
H -0.387 0.034 1.944
```

***

Going through the records in order, we get ΔE to the lowest compared entry with this formula, charge and spin values of 144.4, 105.9, 27.7 kcal/mol.